DFT (the ωB97M-V functional and the def2-TZVPD basis) results for C5H8CrO3 as an isolated structure.

```
! RIJCOSX wB97M-V def2-TZVPD def2/J DEFGRID3
* xyz 1 6
Cr 1.36 -1.56 1.76
O 1.61 -0.20 0.47
O -0.19 -0.21 -0.91
C -0.67 -1.56 -0.77
C -1.34 -1.70 0.59
O -0.47 -1.17 1.56
C 0.51 0.32 0.10
H -1.38 -1.70 -1.58
H 0.19 -2.24 -0.88
H -1.65 -2.75 0.73
H -2.26 -1.09 0.59
C 0.31 1.82 0.21
C 1.16 2.52 -0.78
H -0.76 2.02 0.04
H 0.57 2.11 1.24
H 2.23 2.63 -0.61
H 0.76 2.79 -1.76
*
```

max |F|	2.95	eV Å⁻¹
lowest unoccupied orbital energy (spin up / spin down)	-0.190 / -0.194	Ha
Kohn-Sham gap (spin up / spin down)	0.2528 / 0.3485	Ha
energy relative to the best compared isomer or geometry (same formula, charge and spin)	17.43	kcal/mol
highest occupied orbital energy (spin up / spin down)	-12.0 / -14.8	eV

Atom charges from the Löwdin analysis, given in e for atoms 1 to 6: number 1, Cr, carries 1.21; number 2, O, carries -0.09; number 3, O, carries 0.04; number 4, C, carries -0.11; number 5, C, carries -0.25; number 6, O, carries -0.32

=====

DFT (the ωB97M-V functional and the def2-TZVPD basis) results for C34H78N8O9Si2 as an isolated structure.

```
! RIJCOSX wB97M-V def2-TZVPD def2/J DEFGRID3
* xyz 0 1
C 3.78 -2.90 3.36
C 2.53 -2.01 3.96
Si 1.84 -0.69 2.71
C 2.77 0.99 2.77
C 4.37 0.78 2.38
C 4.80 1.40 0.93
C 4.79 0.35 -0.32
N 5.06 -1.10 0.05
C 6.46 -1.33 0.56
C 4.65 -2.06 -1.04
C 3.02 -2.42 -1.11
O 5.43 -2.62 -1.97
O 0.11 -0.59 3.01
Si -0.41 1.04 3.41
C 0.27 1.74 5.07
C 0.75 3.30 4.74
C 1.10 4.17 6.09
O 2.30 3.71 6.82
C 3.49 3.64 5.96
N -2.23 1.08 3.33
C -2.65 0.52 2.14
C -1.97 0.86 0.66
C -3.95 -0.53 2.09
H 3.69 -4.05 3.66
H 4.79 -2.52 3.87
H 3.91 -2.76 2.20
H 2.76 -1.51 5.01
H 1.65 -2.79 4.15
H 2.06 -1.24 1.35
H 2.36 1.82 2.05
H 2.78 1.34 3.91
H 5.00 1.38 3.20
H 4.64 -0.35 2.54
H 4.00 2.24 0.67
H 5.84 1.99 0.99
H 3.72 0.40 -0.84
H 5.56 0.74 -1.15
H 6.39 -1.95 1.58
H 7.02 -0.32 0.85
H 7.17 -1.92 -0.16
H 2.46 -1.40 -0.84
H 2.81 -3.16 -0.23
H 2.69 -2.82 -2.17
H 0.07 1.94 2.34
H -0.61 1.84 5.86
H 1.14 1.09 5.52
H 1.60 3.29 3.93
H -0.19 3.83 4.23
H 0.18 4.15 6.84
H 1.25 5.31 5.79
H 3.39 4.31 5.01
H 3.61 2.52 5.62
H 4.49 3.93 6.51
H -1.05 0.13 0.42
H -2.79 0.60 -0.15
H -1.64 1.99 0.55
H -3.63 -1.64 1.87
H -4.60 -0.17 1.18
H -4.63 -0.45 3.04
C 5.43 -5.63 -0.86
C 5.29 -5.52 0.63
O 5.49 -4.47 1.24
N 4.93 -6.64 1.32
C 4.66 -7.96 0.80
H 5.72 -4.66 -1.27
H 6.21 -6.36 -1.11
H 4.48 -5.92 -1.30
H 4.86 -6.49 2.32
H 3.63 -8.23 1.07
H 5.35 -8.66 1.27
H 4.76 -8.01 -0.29
C -3.87 4.94 8.11
C -2.43 5.26 8.44
O -1.56 5.30 7.58
N -2.12 5.51 9.74
C -3.00 5.51 10.89
H -3.96 4.77 7.04
H -4.18 4.04 8.64
H -4.51 5.78 8.38
H -1.14 5.72 9.89
H -2.96 6.50 11.35
H -2.63 4.77 11.60
H -4.03 5.28 10.62
C -4.28 1.99 -2.16
C -5.24 1.30 -1.23
O -4.94 0.29 -0.60
N -6.49 1.83 -1.10
C -7.04 3.00 -1.75
H -3.33 1.45 -2.16
H -4.68 1.99 -3.18
H -4.10 3.01 -1.82
H -7.09 1.32 -0.45
H -7.34 3.71 -0.97
H -7.92 2.69 -2.32
H -6.32 3.48 -2.42
C 0.42 -2.62 -5.12
C -0.64 -1.86 -4.37
O -0.86 -0.67 -4.58
N -1.36 -2.54 -3.43
C -1.25 -3.92 -3.05
H 0.91 -1.96 -5.84
H 1.17 -3.00 -4.43
H -0.04 -3.45 -5.68
H -2.05 -1.96 -2.97
H -2.22 -4.40 -3.22
H -1.02 -3.96 -1.98
H -0.48 -4.45 -3.61
C 2.03 -0.59 -10.17
C 1.07 -1.27 -9.24
O 1.38 -2.28 -8.61
N -0.18 -0.74 -9.11
C -0.72 0.43 -9.76
H 2.98 -1.12 -10.18
H 1.63 -0.59 -11.19
H 2.21 0.44 -9.84
H -0.77 -1.25 -8.47
H -1.03 1.14 -8.99
H -1.60 0.12 -10.33
H -0.01 0.91 -10.43
C -6.25 1.39 -7.52
C -6.39 1.49 -6.03
O -6.19 2.54 -5.43
N -6.75 0.37 -5.34
C -7.03 -0.95 -5.86
H -5.96 2.36 -7.93
H -5.48 0.66 -7.77
H -7.21 1.10 -7.97
H -6.83 0.52 -4.34
H -8.05 -1.21 -5.59
H -6.34 -1.65 -5.40
H -6.92 -0.99 -6.95
*
```

max |F|	7.54	eV Å⁻¹
lowest unoccupied orbital energy	0.012	Ha
Kohn-Sham gap	0.3038	Ha
energy relative to the best compared isomer or geometry (same formula, charge and spin)	140.55	kcal/mol
highest occupied orbital energy	-7.9	eV

Atom charges from the Löwdin analysis, given in e for atoms 1 to 6: number 1, C, carries -0.21; number 2, C, carries -0.32; number 3, Si, carries 0.54; number 4, C, carries -0.30; number 5, C, carries -0.23; number 6, C, carries -0.18

=====

DFT (the ωB97M-V functional and the def2-TZVPD basis) results for one molecule with the formula C17H19NO4S.

```
! RIJCOSX wB97M-V def2-TZVPD def2/J DEFGRID3
* xyz 0 1
C -5.83 -0.36 -1.68
H -6.88 -0.26 -1.94
H -5.47 -1.32 -2.03
H -5.27 0.42 -2.19
C -5.65 -0.24 -0.17
C -4.19 -0.37 0.19
C -3.36 0.75 0.16
C -2.01 0.63 0.45
C -1.50 -0.61 0.76
C -2.30 -1.73 0.79
C -3.65 -1.61 0.51
H -4.29 -2.48 0.53
H -1.86 -2.69 1.04
S 0.23 -0.78 1.18
O 0.61 -2.16 1.07
O 0.50 -0.10 2.41
N 0.95 0.12 -0.05
H 1.00 -0.41 -0.90
C 2.20 0.79 0.29
C 3.38 -0.09 -0.03
C 3.89 -0.19 -1.31
C 4.93 -1.07 -1.59
C 5.45 -1.86 -0.58
C 4.94 -1.77 0.70
C 3.90 -0.89 0.98
H 3.49 -0.83 1.97
H 5.34 -2.39 1.49
H 6.26 -2.55 -0.80
H 5.32 -1.14 -2.59
H 3.48 0.41 -2.11
H 2.15 0.95 1.37
C 2.25 2.17 -0.40
C 1.23 3.05 0.28
O 0.08 3.18 -0.04
O 1.76 3.67 1.34
H 1.08 4.17 1.82
H 3.24 2.60 -0.28
H 1.99 2.07 -1.46
H -1.36 1.49 0.42
H -3.77 1.71 -0.09
H -6.22 -1.02 0.33
H -6.02 0.73 0.17
*
```

max |F|	1.02	eV Å⁻¹
lowest unoccupied orbital energy	0.025	Ha
Kohn-Sham gap	0.3650	Ha
energy relative to the best compared isomer or geometry (same formula, charge and spin)	14.84	kcal/mol
highest occupied orbital energy	-9.3	eV

Atom charges from the Löwdin analysis, given in e for atoms 1 to 6: number 1, C, carries -0.09; number 2, H, carries 0.07; number 3, H, carries 0.08; number 4, H, carries 0.07; number 5, C, carries -0.21; number 6, C, carries -0.24

=====

DFT (the ωB97M-V functional and the def2-TZVPD basis) results for one molecule with the formula C3H6N2O3.

```
! RIJCOSX wB97M-V def2-TZVPD def2/J DEFGRID3
* xyz 0 1
O -0.96 1.33 0.63
C -1.46 0.24 0.43
N -2.80 0.19 0.16
C -0.66 -1.03 0.20
N 0.76 -0.94 0.44
C 1.62 -0.09 -0.25
O 0.99 0.39 -1.32
O 2.80 -0.03 -0.07
H -3.33 -0.66 0.25
H -3.35 0.99 -0.11
H -0.85 -1.40 -0.82
H -1.01 -1.81 0.90
H 1.07 -1.52 1.20
H 1.47 1.04 -1.89
*
```

max |F|	1.95	eV Å⁻¹
lowest unoccupied orbital energy	0.021	Ha
Kohn-Sham gap	0.3800	Ha
energy relative to the best compared isomer or geometry (same formula, charge and spin)	9.43	kcal/mol
highest occupied orbital energy	-9.8	eV

Atom charges from the Löwdin analysis, given in e for atoms 1 to 6: number 1, O, carries 0.07; number 2, C, carries -0.52; number 3, N, carries 0.14; number 4, C, carries -0.13; number 5, N, carries 0.07; number 6, C, carries -0.61

=====

DFT (the ωB97M-V functional and the def2-TZVPD basis) results for C36H35AlN7O4PS as an isolated structure.

```
! RIJCOSX wB97M-V def2-TZVPD def2/J DEFGRID3
* xyz 2 1
Al -1.20 0.26 0.18
N -1.26 3.07 0.82
P 0.24 2.22 0.60
C 1.31 3.55 0.02
C 1.92 4.41 0.94
C 2.62 5.52 0.48
C 2.69 5.78 -0.89
C 2.07 4.93 -1.80
C 1.39 3.81 -1.35
C 0.73 1.66 2.26
C -0.27 1.05 3.03
C 0.07 0.35 4.18
C 1.39 0.27 4.58
C 2.38 0.90 3.83
C 2.06 1.58 2.66
C -2.33 2.81 -0.01
C -3.32 3.76 -0.25
C -4.41 3.42 -1.02
C -4.51 2.13 -1.55
C -3.51 1.24 -1.29
N -2.42 1.57 -0.54
H -1.25 4.00 1.21
H 1.86 4.21 2.00
H 3.10 6.18 1.18
H 3.23 6.65 -1.24
H 2.13 5.13 -2.86
H 0.93 3.13 -2.05
H -1.32 1.17 2.78
H -0.71 -0.12 4.77
H 1.66 -0.26 5.48
H 3.41 0.85 4.15
H 2.84 2.01 2.06
H -3.22 4.75 0.18
H -5.19 4.14 -1.20
H -5.37 1.82 -2.13
H -3.55 0.22 -1.64
O -1.46 -1.97 2.43
C -2.46 -1.61 1.85
O -2.45 -0.55 1.03
C -3.79 -2.25 1.98
C -3.94 -3.43 2.70
C -5.18 -4.03 2.79
C -6.28 -3.46 2.17
C -6.11 -2.29 1.45
C -4.89 -1.67 1.35
N -7.26 -1.68 0.75
O -8.35 -2.12 0.99
O -7.01 -0.78 -0.03
H -3.07 -3.86 3.19
H -5.30 -4.94 3.36
H -7.26 -3.91 2.23
H -4.80 -0.75 0.79
N 4.27 2.15 -1.88
C 3.84 0.89 -1.74
S 2.92 0.43 -0.40
N 4.20 0.06 -2.74
C 4.03 -1.36 -2.81
C 3.48 -1.90 -3.97
C 3.41 -3.28 -4.12
C 3.87 -4.11 -3.11
C 4.41 -3.56 -1.95
C 4.50 -2.19 -1.80
H 4.05 2.81 -1.15
H 4.92 2.43 -2.59
H 4.69 0.47 -3.52
H 3.14 -1.24 -4.76
H 3.00 -3.70 -5.03
H 3.83 -5.19 -3.23
H 4.81 -4.21 -1.18
H 4.95 -1.75 -0.92
C 1.98 -3.93 0.96
C 1.25 -2.92 0.15
C 1.09 -2.79 -1.23
C 0.34 -1.66 -1.43
N 0.04 -1.10 -0.24
N 0.60 -1.90 0.71
C -0.10 -1.02 -2.71
H 2.31 -4.75 0.32
H 1.35 -4.33 1.75
H 2.87 -3.48 1.41
H 1.52 -3.44 -1.98
H 0.45 -1.71 1.69
H -0.80 -1.66 -3.25
H 0.76 -0.83 -3.35
H -0.58 -0.06 -2.52
*
```

max |F|	0.75	eV Å⁻¹
lowest unoccupied orbital energy	-0.205	Ha
Kohn-Sham gap	0.2774	Ha
energy relative to the best compared isomer or geometry (same formula, charge and spin)	36.97	kcal/mol
highest occupied orbital energy	-13.1	eV

Atom charges from the Löwdin analysis, given in e for atoms 1 to 6: number 1, Al, carries 0.32; number 2, N, carries -0.07; number 3, P, carries 1.05; number 4, C, carries -0.37; number 5, C, carries -0.08; number 6, C, carries -0.05

=====

Q: What is the max |F| in the fourth record?
A: 1.95 eV Å⁻¹

=====

Q: What is the formula in the fourth record?
A: C3H6N2O3